1 | C6H11N | wB97M-V/def2-TZVPD

```
! RIJCOSX wB97M-V def2-TZVPD def2/J DEFGRID3
* xyz 1 2
N 0.61914 -1.04947 0.49022
C -1.03562 -1.15233 -1.19045
C -0.50201 -0.48851 0.00246
C -0.39605 1.67524 1.46141
C 1.93529 -0.39908 0.54388
C -1.19625 -0.46810 -2.31035
C -0.99764 0.74211 0.46639
H -1.03875 2.55368 1.48738
H -0.52025 1.22550 2.45695
H -2.07050 0.86490 0.42183
H -1.15752 -0.97991 -3.26334
H 2.30956 -0.30564 -0.47708
H -0.77140 -2.20696 -1.24624
H 0.64100 1.91734 1.28403
H 2.57851 -1.09947 1.07019
H 0.64941 -1.97878 0.08375
H -1.04442 0.60525 -2.34374
H 1.99749 0.54422 1.06272
*
```

Summary:
frontier orbital gap (spin up / spin down) = 10.001 / 7.825 eV
LUMO energy (spin up / spin down) = -0.1504 / -0.2471 hartree

These are the Löwdin partial charges, in e, on atoms 1 to 6: atom 1 (N): 0.071, atom 2 (C): -0.093, atom 3 (C): -0.233, atom 4 (C): -0.041, atom 5 (C): 0.001, atom 6 (C): 0.098

2 | C6H11N | wB97M-V/def2-TZVPD

```
! RIJCOSX wB97M-V def2-TZVPD def2/J DEFGRID3
* xyz 1 2
N -1.36302 -1.84783 -1.30934
C 2.71383 0.44852 1.54393
C -1.65431 -0.90102 -0.19641
C 0.27229 2.50372 -0.39535
C 0.86375 1.82762 0.64506
C -2.03347 -2.91693 -1.46528
C 1.90325 0.82329 0.47918
H -1.72724 -3.57160 -2.29898
H 0.62281 2.14122 1.68405
H -2.07564 0.08171 -0.50485
H -2.82873 -3.21226 -0.75388
H -0.67860 -0.61261 0.22953
H -0.39116 3.31828 -0.19851
H 3.38786 -0.37445 1.39014
H 0.50989 2.19765 -1.44521
H 2.58019 0.90582 2.54077
H 2.17093 0.52264 -0.55756
H -2.27263 -1.33378 0.61272
*
```

Summary:
frontier orbital gap (spin up / spin down) = 6.687 / 3.817 eV
LUMO energy (spin up / spin down) = -0.2070 / -0.3124 hartree

These are the Löwdin partial charges, in e, on atoms 1 to 6: atom 1 (N): -0.105, atom 2 (C): 0.207, atom 3 (C): -0.150, atom 4 (C): 0.196, atom 5 (C): -0.085, atom 6 (C): -0.063

3 | C6H11N | wB97M-V/def2-TZVPD

```
! RIJCOSX wB97M-V def2-TZVPD def2/J DEFGRID3
* xyz 1 2
N -0.39982 0.71372 -3.10642
C 0.53932 -0.54692 1.35213
C 0.45099 0.15099 -2.23738
C 0.44225 0.53552 -0.91581
C 1.29997 -0.05522 0.11548
C -0.64285 -0.12091 1.75819
C -1.41525 -0.59856 2.94432
H -0.39544 0.33940 -4.03358
H 1.23152 -0.49279 -2.62208
H 1.97103 0.75224 0.46194
H -1.80620 0.20951 3.55834
H -1.18391 0.71083 1.30759
H -0.30972 1.25627 -0.62367
H -0.77610 -1.27699 3.52434
H 1.93671 -0.83783 -0.27865
H -1.25967 1.12011 -2.77768
H 1.10258 -1.27921 1.91886
H -2.27698 -1.24273 2.74457
*
```

Summary:
frontier orbital gap (spin up / spin down) = 9.505 / 5.919 eV
LUMO energy (spin up / spin down) = -0.1322 / -0.2630 hartree

These are the Löwdin partial charges, in e, on atoms 1 to 6: atom 1 (N): 0.220, atom 2 (C): -0.089, atom 3 (C): -0.050, atom 4 (C): 0.022, atom 5 (C): -0.158, atom 6 (C): -0.166

What should be chosen as the most stable of them? Choose 3.

1 | C6H8OS | wB97M-V/def2-TZVPD

```
! RIJCOSX wB97M-V def2-TZVPD def2/J DEFGRID3
* xyz 0 1
S 1.53362 0.57922 -0.38290
O 2.71939 0.40575 -1.22748
C -1.10940 0.23931 -0.62568
C -2.38806 0.48152 -1.38444
C 1.89559 -0.70387 2.07104
C 1.32404 -0.59877 0.75733
C -0.92351 -0.30070 0.64012
C 0.12989 0.41164 -1.40248
H 1.89324 0.24816 2.82144
H -1.39403 -0.90486 1.35018
H -2.34970 0.35541 -2.47380
H -2.53992 1.56007 -1.09400
H 2.96952 -0.77514 1.91758
H -3.25560 -0.15535 -1.15397
H 0.05670 0.67808 -2.49472
H 1.43822 -1.52046 2.68180
*
```

Summary:
frontier orbital gap (spin up / spin down) = 7.083 / 7.570 eV
LUMO energy (spin up / spin down) = -0.0372 / -0.0303 hartree

These are the Löwdin partial charges, in e, on atoms 1 to 6: atom 1 (S): 0.852, atom 2 (O): -0.494, atom 3 (C): -0.429, atom 4 (C): -0.077, atom 5 (C): -0.203, atom 6 (C): -0.297

2 | C6H8OS | wB97M-V/def2-TZVPD

```
! RIJCOSX wB97M-V def2-TZVPD def2/J DEFGRID3
* xyz 0 1
S -0.71787 1.08798 -0.82724
O -0.97054 -0.70255 1.08162
C 2.78072 -0.77526 -0.53260
C 1.43136 -0.50249 -0.33163
C -3.07275 -0.24379 -0.23239
C -1.60439 -0.16421 0.18481
C 0.83598 0.73324 -0.18387
C 1.37153 1.44784 0.99658
H 3.64433 -0.09652 -1.30198
H 0.75837 2.31362 1.65799
H 2.95672 -1.94890 -0.82838
H -3.68139 0.77245 -0.45244
H 0.86462 -1.51825 0.00739
H -3.53706 -0.92240 0.57058
H -3.34686 -0.86678 -1.31082
H 2.28723 1.38605 1.50239
*
```

Summary:
frontier orbital gap = 8.791 eV
LUMO energy = 0.0056 hartree

These are the Löwdin partial charges, in e, on atoms 1 to 6: atom 1 (S): 0.961, atom 2 (O): -0.006, atom 3 (C): -0.059, atom 4 (C): -0.327, atom 5 (C): -0.119, atom 6 (C): -0.698

3 | C6H8OS | wB97M-V/def2-TZVPD

```
! RIJCOSX wB97M-V def2-TZVPD def2/J DEFGRID3
* xyz 0 1
S -0.78473 1.23774 -0.46208
O -1.37858 -0.65920 1.25165
C 0.89660 0.69606 0.05148
C -3.06655 -0.29958 -0.35529
C 1.60937 1.67600 0.66859
C 1.35004 -0.67387 -0.24615
C -1.73469 -0.03674 0.31987
C 2.61949 -1.09260 -0.36298
H 1.22813 2.69198 0.79302
H 2.68992 1.47806 0.88205
H 3.46244 -0.40543 -0.27838
H 2.79626 -2.18029 -0.48407
H -2.99032 -0.47084 -1.39980
H -3.70041 0.58879 -0.24613
H -3.58295 -1.10977 0.17083
H 0.58598 -1.44031 -0.30263
*
```

Summary:
SMILES = C=CC(=C)SC(C)=O
frontier orbital gap = 9.570 eV
LUMO energy = 0.0192 hartree

These are the Löwdin partial charges, in e, on atoms 1 to 6: atom 1 (S): 0.982, atom 2 (O): 0.054, atom 3 (C): -0.558, atom 4 (C): -0.073, atom 5 (C): -0.004, atom 6 (C): -0.201

4 | C6H8OS | wB97M-V/def2-TZVPD

```
! RIJCOSX wB97M-V def2-TZVPD def2/J DEFGRID3
* xyz 0 1
S -0.07192 1.80309 0.09004
O -1.50971 -1.04380 2.55612
C 1.75906 0.99198 -1.85150
C -0.59259 -0.46799 1.69094
C -0.91213 -0.77515 0.24099
C 0.65406 0.59813 -0.90815
C 0.08852 -0.65418 -0.83170
C -1.16411 0.58902 0.82588
H -2.17118 0.92164 1.03911
H 2.57770 1.40760 -1.26159
H 0.45208 -0.54632 1.97707
H 1.34019 1.74715 -2.50180
H 2.11929 0.13785 -2.50051
H -1.16914 -1.84250 2.91547
H -1.73139 -1.45675 0.08654
H 0.33127 -1.40975 -1.56692
*
```

Summary:
SMILES = CC1=C[C@H]2[C@H](O)[C@H]2S1
frontier orbital gap = 8.528 eV
LUMO energy = 0.0321 hartree

These are the Löwdin partial charges, in e, on atoms 1 to 6: atom 1 (S): 0.986, atom 2 (O): 0.008, atom 3 (C): -0.112, atom 4 (C): -0.338, atom 5 (C): -0.234, atom 6 (C): -0.622

What should be chosen as the most stable of them? Choose 3.

1 | C6H8OS | wB97M-V/def2-TZVPD

```
! RIJCOSX wB97M-V def2-TZVPD def2/J DEFGRID3
* xyz 0 1
S 1.20668 -1.24237 0.15498
O -1.07187 1.06480 -0.01353
C -0.65388 -0.38752 2.33740
C 0.47585 -0.32654 1.37219
C -0.37364 0.97759 -1.13736
C 0.41121 -0.33652 -1.23783
C -0.94026 -0.11180 0.76193
C -0.29620 1.83037 -2.19334
H -0.66889 0.54314 2.99591
H -1.30747 -1.20617 2.79918
H -0.00045 1.33429 -3.37539
H 0.62656 0.67302 0.96153
H -1.33557 -1.03499 0.36856
H 1.23754 -0.31584 -1.95731
H -0.29490 -1.30824 -1.49631
H -0.72723 2.80084 -2.08553
*
```

Summary:
SMILES = C=C1CS[C@@H]2C[C@H]2O1
frontier orbital gap = 8.746 eV
LUMO energy = 0.0307 hartree

These are the Löwdin partial charges, in e, on atoms 1 to 6: atom 1 (S): 0.879, atom 2 (O): 0.002, atom 3 (C): -0.019, atom 4 (C): -0.594, atom 5 (C): -0.437, atom 6 (C): -0.398

2 | C6H8OS | wB97M-V/def2-TZVPD

```
! RIJCOSX wB97M-V def2-TZVPD def2/J DEFGRID3
* xyz 0 1
S 4.07930 -1.43800 -1.91152
O 2.66852 0.60913 -1.57552
C -1.96568 -0.83536 1.21674
C 0.25603 0.30025 0.76352
C 1.01025 1.23853 0.24576
C 2.73860 -0.65113 -1.38985
C -0.45188 -0.71026 1.18170
C 1.38166 1.29396 -1.19590
H 1.93593 -1.19234 -0.80989
H -2.30959 -1.83041 1.23849
H 1.33468 1.94347 1.04698
H -2.34820 -0.34239 0.24460
H 1.52547 2.19927 -1.74967
H 0.43747 0.71350 -1.58564
H 0.19187 -1.54895 1.39613
H -2.29758 -0.39594 2.18152
*
```

Summary:
SMILES = CC=C=CCOC=S
frontier orbital gap = 8.891 eV
LUMO energy = 0.0177 hartree

These are the Löwdin partial charges, in e, on atoms 1 to 6: atom 1 (S): 0.637, atom 2 (O): -0.144, atom 3 (C): -0.083, atom 4 (C): -0.066, atom 5 (C): -0.108, atom 6 (C): -0.789

3 | C6H8OS | wB97M-V/def2-TZVPD

```
! RIJCOSX wB97M-V def2-TZVPD def2/J DEFGRID3
* xyz 0 1
S 1.50195 -1.20099 0.95545
O -0.96626 -2.50666 0.82802
C 0.29512 -0.14617 0.29458
C 0.33275 1.15158 0.00476
C -2.54042 -0.83298 0.06341
C 1.45994 2.11008 0.20076
C -1.38089 -1.42071 0.27798
C 0.41466 -2.71888 0.74688
H 0.69866 -3.21929 -0.34069
H 1.52801 2.65694 -0.72725
H -2.66227 0.28291 -0.23901
H -3.49548 -1.34121 0.01016
H 1.28890 2.77898 1.01456
H -0.55004 1.50896 -0.58541
H 0.77408 -3.48217 1.44478
H 2.27660 1.46795 0.39332
*
```

Summary:
frontier orbital gap = 8.999 eV
LUMO energy = 0.0297 hartree

These are the Löwdin partial charges, in e, on atoms 1 to 6: atom 1 (S): 0.883, atom 2 (O): -0.071, atom 3 (C): -0.437, atom 4 (C): -0.257, atom 5 (C): 0.022, atom 6 (C): -0.096

4 | C6H8OS | wB97M-V/def2-TZVPD

```
! RIJCOSX wB97M-V def2-TZVPD def2/J DEFGRID3
* xyz 0 1
S 2.00125 -0.91507 1.09750
O 0.39259 0.39343 -1.24145
C -0.36313 0.96100 -0.22851
C -0.24242 2.42658 -0.12562
C -1.03677 0.05466 0.48797
C -0.69754 -1.29938 0.00950
C 0.23947 -1.00771 -1.13020
C 0.77706 -1.70265 0.06946
H 1.49441 -1.28445 2.27673
H -0.44001 2.88654 -1.09662
H -1.42731 -2.11032 0.02080
H -0.96205 2.83820 0.62716
H 0.77221 2.73134 0.15975
H 0.95429 -2.78905 -0.12446
H -1.72266 0.27913 1.31503
H 0.26062 -1.46226 -2.11704
*
```

Summary:
SMILES = CC1=C[C@@H]2[C@H](S)[C@@H]2O1
frontier orbital gap = 9.223 eV
LUMO energy = 0.0310 hartree

These are the Löwdin partial charges, in e, on atoms 1 to 6: atom 1 (S): 0.781, atom 2 (O): -0.010, atom 3 (C): -0.363, atom 4 (C): -0.015, atom 5 (C): -0.029, atom 6 (C): -0.200

What should be chosen as the most stable of them? Choose 4.